# C46H103NO10PS9

A 10-piece molecular cluster, C46H103NO10PS9 overall (ωB97M-V/def2-TZVPD, OMol25).

Output
Net charge   -1
Kohn-Sham gap   4.46 eV
Calculated total energy   -6546.30129 Ha

Each atom is followed by the atoms it is bonded to, with distances in Å.
CARTESIAN COORDINATES (ANGSTROEM)
1 C 8.1243 -1.2090 -0.0969  C2 1.508, H32 1.089, H33 1.087, H34 1.086
2 C 7.5834 0.1505 -0.4636  C1 1.508, C3 1.394, C31 1.393
3 C 8.1773 1.3023 0.0500  C2 1.394, C4 1.394, H35 1.081
4 C 7.6401 2.5448 -0.2826  C3 1.394, C5 1.396, H36 1.082
5 C 6.5490 2.6809 -1.1423  C4 1.396, C6 1.518, C9 1.401
6 C 5.9619 4.0512 -1.4291  C5 1.518, C7 1.529, C8 1.572, H37 1.080
7 C 7.0186 5.0539 -1.8934  C6 1.529, H38 1.091, H39 1.089, H40 1.087
8 C 5.2916 4.5919 -0.1143  C6 1.572, H41 1.087, H42 1.086, H43 1.088
9 C 5.9771 1.5255 -1.6912  C5 1.401, O10 1.359, C31 1.397
10 O 4.8914 1.5558 -2.5079  C9 1.359, C11 1.474
11 C 5.1179 2.0849 -3.8643  O10 1.474, P12 1.933, H44 1.094, H45 1.093
12 P 4.3917 1.0325 -5.3135  C11 1.933, C13 1.940, C14 1.925, H46 1.483, H47 1.487, H48 1.469
13 C 5.3683 -0.5500 -4.7613  P12 1.940, H49 1.090, H50 1.095, H51 1.092
14 C 2.8538 0.5315 -4.2706  P12 1.925, C15 1.536, H52 1.086, H53 1.095
15 C 1.8886 -0.4105 -5.0062  C14 1.536, C16 1.550, H54 1.089, H55 1.092
16 C 0.4423 -0.3795 -4.4499  C15 1.550, C17 1.526, H56 1.092, H57 1.098
17 C 0.3345 -0.1816 -2.9411  C16 1.526, C18 1.549, H58 1.088, H59 1.087
18 C -1.1204 -0.3971 -2.4545  C17 1.549, C19 1.542, H60 1.090, H61 1.088
19 C -1.3359 -1.7902 -1.8291  C18 1.542, C20 1.530, H62 1.089, H63 1.090
20 C -2.3301 -1.7969 -0.6657  C19 1.530, C21 1.537, H64 1.093, H65 1.090
21 C -3.7330 -1.2744 -1.0138  C20 1.537, C22 1.525, H66 1.092, H67 1.092
22 C -3.9988 0.1871 -0.6690  C21 1.525, C23 1.535, H68 1.092, H69 1.091
23 C -5.4936 0.5262 -0.7521  C22 1.535, C24 1.548, H70 1.086, H71 1.089
24 C -5.7547 1.9662 -0.2483  C23 1.548, C25 1.543, H72 1.088, H73 1.084
25 C -6.5756 2.7844 -1.2674  C24 1.543, N26 1.468, H74 1.088, H75 1.088
26 N -5.8303 3.8734 -1.9101  C25 1.468, C27 1.362, C30 1.366
27 C -6.4956 4.8372 -2.6047  N26 1.362, C28 1.376, H76 1.076
28 C -5.5756 5.7275 -3.1088  C27 1.376, C29 1.409, H77 1.074
29 C -4.3102 5.2679 -2.6919  C28 1.409, C30 1.373, H78 1.076
30 C -4.4883 4.1278 -1.9488  N26 1.366, C29 1.373, H79 1.072
31 C 6.4943 0.2807 -1.3229  C2 1.393, C9 1.397, H80 1.081
32 H 7.5909 -1.5652 0.7837  C1 1.089
33 H 7.9668 -1.9377 -0.8878  C1 1.087
34 H 9.1758 -1.1561 0.1703  C1 1.086
35 H 9.0344 1.2426 0.7061  C3 1.081
36 H 8.0913 3.4232 0.1603  C4 1.082
37 H 5.1634 3.9920 -2.1536  C6 1.080
38 H 6.5718 6.0472 -1.9573  C7 1.091
39 H 7.4210 4.8046 -2.8744  C7 1.089
40 H 7.8218 5.1185 -1.1646  C7 1.087
41 H 5.5337 3.9609 0.7365  C8 1.087
42 H 4.2175 4.5868 -0.2722  C8 1.086
43 H 5.6357 5.6008 0.1045  C8 1.088
44 H 6.1996 2.1402 -4.0172  C11 1.094
45 H 4.7480 3.1126 -3.9127  C11 1.093
46 H 3.7063 2.2526 -5.8052  P12 1.483
47 H 5.5761 1.4339 -6.1183  P12 1.487
48 H 3.8985 0.3049 -6.4910  P12 1.469
49 H 5.2095 -0.8450 -3.7236  C13 1.090
50 H 4.9786 -1.3663 -5.3780  C13 1.095
51 H 6.4296 -0.4675 -5.0030  C13 1.092
52 H 3.1289 0.0205 -3.3523  C14 1.086
53 H 2.3125 1.4595 -4.0567  C14 1.095
54 H 1.8507 -0.1830 -6.0707  C15 1.089
55 H 2.2607 -1.4241 -4.8452  C15 1.092
56 H -0.1554 0.3566 -4.9907  C16 1.092
57 H -0.0089 -1.3548 -4.6735  C16 1.098
58 H 0.6072 0.8457 -2.7104  C17 1.088
59 H 0.9928 -0.8613 -2.4064  C17 1.087
60 H -1.7809 -0.3258 -3.3192  C18 1.090
61 H -1.4175 0.3787 -1.7516  C18 1.088
62 H -0.3782 -2.1670 -1.4721  C19 1.089
63 H -1.7351 -2.4648 -2.5864  C19 1.090
64 H -1.9248 -1.2332 0.1782  C20 1.093
65 H -2.4397 -2.8237 -0.3152  C20 1.090
66 H -4.4463 -1.8624 -0.4333  C21 1.092
67 H -3.9757 -1.4417 -2.0647  C21 1.092
68 H -3.6515 0.4194 0.3400  C22 1.092
69 H -3.4872 0.8687 -1.3500  C22 1.091
70 H -5.8305 0.4466 -1.7812  C23 1.086
71 H -6.0620 -0.1920 -0.1637  C23 1.089
72 H -6.3750 1.9015 0.6428  C24 1.088
73 H -4.8228 2.4550 0.0105  C24 1.084
74 H -7.4255 3.2318 -0.7570  C25 1.088
75 H -6.9623 2.1456 -2.0586  C25 1.088
76 H -7.5693 4.7967 -2.6695  C27 1.076
77 H -5.8147 6.5857 -3.7089  C28 1.074
78 H -3.3729 5.7412 -2.9265  C29 1.076
79 H -3.7627 3.5072 -1.4617  C30 1.072
80 H 6.0288 -0.6101 -1.7212  C31 1.081
81 C 0.8636 -3.0027 3.6898  S82 1.799, H85 1.088, H86 1.090, H87 1.090
82 S -0.0250 -2.8531 2.1332  C81 1.799, O83 1.486, C84 1.796
83 O -1.1547 -3.8168 2.1887  S82 1.486
84 C 1.2548 -3.5923 1.1134  S82 1.796, H88 1.090, H89 1.090, H90 1.088
85 H 0.2165 -2.6290 4.4805  C81 1.088
86 H 1.1042 -4.0500 3.8739  C81 1.090
87 H 1.7733 -2.4036 3.6464  C81 1.090
88 H 1.4712 -4.5989 1.4719  C84 1.090
89 H 2.1506 -2.9721 1.1479  C84 1.090
90 H 0.8819 -3.6362 0.0922  C84 1.088
91 C -6.9464 0.0367 -6.6681  S92 1.797, H95 1.088, H96 1.090, H97 1.090
92 S -6.2705 0.2219 -5.0130  C91 1.797, O93 1.488, C94 1.798
93 O -7.4200 0.1900 -4.0678  S92 1.488
94 C -5.7873 1.9439 -5.1930  S92 1.798, H98 1.090, H99 1.090, H100 1.090
95 H -7.3483 -0.9706 -6.7542  C91 1.088
96 H -7.7422 0.7661 -6.8209  C91 1.090
97 H -6.1513 0.1779 -7.4002  C91 1.090
98 H -6.6609 2.5443 -5.4476  C94 1.090
99 H -5.0259 2.0265 -5.9686  C94 1.090
100 H -5.3751 2.2823 -4.2425  C94 1.090
101 C 10.2517 -1.6073 4.9904  S102 1.794, H105 1.089, H106 1.086, H107 1.090
102 S 9.9588 -1.4247 3.2297  C101 1.794, O103 1.486, C104 1.798
103 O 8.9530 -2.4527 2.8575  S102 1.486
104 C 11.5647 -2.0546 2.7228  S102 1.798, H108 1.090, H109 1.090, H110 1.089
105 H 9.3464 -1.3061 5.5148  C101 1.089
106 H 10.4848 -2.6435 5.2177  C101 1.086
107 H 11.0796 -0.9655 5.2905  C101 1.090
108 H 11.6992 -3.0636 3.1127  C104 1.090
109 H 12.3471 -1.3953 3.0983  C104 1.090
110 H 11.5879 -2.0700 1.6346  C104 1.089
111 C 13.2083 -6.0038 5.5079  S112 1.797, H115 1.088, H116 1.090, H117 1.090
112 S 12.0524 -5.0602 6.5097  C111 1.797, O113 1.491, C114 1.790
113 O 12.3603 -3.6191 6.2843  S112 1.491
114 C 12.7598 -5.5221 8.0874  S112 1.790, H118 1.090, H119 1.090, H120 1.088
115 H 12.9684 -5.8267 4.4613  C111 1.088
116 H 14.2258 -5.6713 5.7152  C111 1.090
117 H 13.0969 -7.0640 5.7356  C111 1.090
118 H 13.8084 -5.2245 8.1198  C114 1.090
119 H 12.6678 -6.5992 8.2274  C114 1.090
120 H 12.2083 -5.0034 8.8691  C114 1.088
121 C 0.7669 3.2166 1.2347  S122 1.799, H125 1.088, H126 1.091, H127 1.090
122 S 1.6988 3.6290 -0.2481  C121 1.799, O123 1.487, C124 1.796
123 O 1.8690 5.1058 -0.2454  S122 1.487
124 C 0.3782 3.2610 -1.4084  S122 1.796, H128 1.091, H129 1.090, H130 1.088
125 H 1.4042 3.4163 2.0936  C121 1.088
126 H -0.1299 3.8348 1.2880  C121 1.091
127 H 0.5022 2.1592 1.2123  C121 1.090
128 H -0.4923 3.8772 -1.1802  C124 1.091
129 H 0.1269 2.2017 -1.3464  C124 1.090
130 H 0.7427 3.4894 -2.4077  C124 1.088
131 C -10.9151 2.9491 0.7635  S132 1.799, H135 1.088, H136 1.091, H137 1.090
132 S -10.5265 3.0434 -0.9910  C131 1.799, O133 1.489, C134 1.791
133 O -9.9789 4.4048 -1.2417  S132 1.489
134 C -12.2280 3.0349 -1.5510  S132 1.791, H138 1.092, H139 1.090, H140 1.087
135 H -9.9789 2.9817 1.3173  C131 1.088
136 H -11.5393 3.7981 1.0458  C131 1.091
137 H -11.4293 2.0095 0.9677  C131 1.090
138 H -12.7597 3.8787 -1.1075  C134 1.092
139 H -12.7009 2.0922 -1.2751  C134 1.090
140 H -12.2287 3.1289 -2.6342  C134 1.087
141 C -14.8953 -1.0530 -0.0576  S142 1.793, H145 1.089, H146 1.091, H147 1.090
142 S -14.5685 -0.9669 -1.8189  C141 1.793, O143 1.489, C144 1.796
143 O -14.0220 0.3923 -2.0837  S142 1.489
144 C -16.2917 -0.9400 -2.3237  S142 1.796, H148 1.090, H149 1.090, H150 1.088
145 H -13.9396 -1.0319 0.4633  C141 1.089
146 H -15.4992 -0.1945 0.2387  C141 1.091
147 H -15.4138 -1.9830 0.1761  C141 1.090
148 H -16.7944 -0.0923 -1.8570  C144 1.090
149 H -16.7676 -1.8758 -2.0306  C144 1.090
150 H -16.3202 -0.8385 -3.4065  C144 1.088
151 C -15.3376 3.6504 1.6239  S152 1.796, H155 1.088, H156 1.090, H157 1.090
152 S -16.1467 2.1491 2.1867  C151 1.796, O153 1.488, C154 1.796
153 O -16.9866 1.6560 1.0622  S152 1.488
154 C -17.2452 2.9482 3.3620  S152 1.796, H158 1.090, H159 1.090, H160 1.088
155 H -14.6305 3.3746 0.8436  C151 1.088
156 H -16.0814 4.3375 1.2208  C151 1.090
157 H -14.8047 4.1086 2.4573  C151 1.090
158 H -17.8610 3.6837 2.8446  C154 1.090
159 H -16.6528 3.4261 4.1422  C154 1.090
160 H -17.8788 2.1812 3.8021  C154 1.088
161 C 15.4674 -9.6219 8.3628  S162 1.797, H165 1.088, H166 1.090, H167 1.090
162 S 13.8730 -9.7384 9.1829  C161 1.797, O163 1.488, C164 1.796
163 O 13.3112 -8.3611 9.2306  S162 1.488
164 C 14.5248 -10.0898 10.8187  S162 1.796, H168 1.090, H169 1.090, H170 1.088
165 H 15.2894 -9.3604 7.3218  C161 1.088
166 H 16.0685 -8.8478 8.8399  C161 1.090
167 H 15.9725 -10.5862 8.4157  C161 1.090
168 H 15.1898 -9.2837 11.1287  C164 1.090
169 H 15.0581 -11.0401 10.7983  C164 1.090
170 H 13.6837 -10.1575 11.5051  C164 1.088